Entry 1:
{"formula": "C3H37N2O14", "method": "ωB97M-V/def2-TZVPD", "gap_ev": [2.09, 7.81], "de_lowest_kj_mol": 147.5, "multiplicity": 2, "e_homo_ha": [-0.0815, -0.2955], "lumo_energy_ev": [-0.1306, -0.2286], "s_squared": 0.75, "energy_ev": -35353.039, "species": ["C", "C", "C", "N", "N", "H", "H", "H", "H", "H", "H", "H", "H", "H", "H", "H", "O", "H", "H", "O", "H", "H", "O", "H", "H", "O", "H", "H", "O", "H", "H", "O", "H", "H", "O", "H", "H", "O", "H", "H", "O", "H", "H", "O", "H", "H", "O", "H", "H", "O", "H", "H", "O", "H", "H", "O"], "coordinates": [[2.3380, 1.9547, 0.6214], [1.3494, 0.8933, 0.9042], [0.7695, 0.1159, -0.0295], [0.9077, 0.3459, -1.3768], [0.7612, 0.6560, 2.2298], [3.0777, 1.4943, -0.0329], [2.6927, 2.5301, 1.4773], [1.8128, 2.7975, 0.1340], [0.1130, -0.6826, 0.2808], [1.5286, 1.1044, -1.5805], [0.6859, -0.3256, -2.0898], [-0.2741, 0.6826, 2.2887], [1.0371, 1.3912, 2.9432], [0.7825, -0.3398, 2.5563], [-1.3014, 2.4036, -3.4437], [-0.8451, 1.9724, -4.9202], [-1.4535, 1.8244, -4.1969], [1.2969, -3.6238, 0.8672], [0.5994, -2.2831, 1.1501], [0.6515, -3.1983, 1.4459], [-4.8750, 1.1200, 0.7823], [-5.0561, 1.4468, -0.7517], [-4.4258, 1.3589, -0.0328], [0.1808, 3.3259, 3.4587], [0.6793, 2.4994, 4.7460], [0.8741, 2.7702, 3.8433], [-1.8879, -0.8409, -4.0998], [-1.5980, 0.2562, -3.1769], [-1.2107, -0.5976, -3.4538], [-0.6916, 4.3106, 1.0917], [-1.5008, 3.2243, 1.2609], [-1.0555, 3.8661, 1.8781], [-2.2332, -5.0735, 1.4371], [-1.9181, -4.0582, 0.3721], [-2.6332, -4.3435, 0.9531], [-1.6136, 1.2888, -0.4524], [-2.7244, 1.9642, 0.3763], [-1.7770, 2.0203, 0.1468], [1.1255, 1.4310, -3.8956], [1.6254, 2.9062, -3.6996], [1.2271, 2.1477, -3.2630], [1.9754, -1.5858, 4.2628], [1.4399, -2.5908, 3.2115], [1.4009, -1.6702, 3.4942], [2.8702, -1.3062, -0.3309], [4.3470, -1.0726, -0.7666], [3.7884, -1.4003, -0.0626], [-1.4904, -0.5849, 2.8972], [-2.3419, -1.4954, 2.0894], [-1.6760, -0.7987, 1.9615], [0.9321, -3.5336, -1.3332], [2.3539, -3.3295, -2.0266], [1.6635, -2.9287, -1.4970], [-1.4065, -2.4845, -2.6070], [-0.0882, -2.7407, -3.2328], [-0.8094, -3.2140, -2.8095]]}



Entry 2:
{"formula": "C3H3AgMgO3", "method": "ωB97M-V/def2-TZVPD", "gap_ev": [6.11, 6.04], "de_lowest_kj_mol": 0.0, "multiplicity": 2, "e_homo_ha": [-0.4208, -0.4182], "charge": 1, "lumo_energy_ev": [-5.3385, -5.3429], "s_squared": 0.75, "energy_ev": -18735.408, "species": ["O", "C", "C", "H", "H", "H", "Mg", "O", "C", "O", "Ag"], "coordinates": [[-1.2610, 2.2102, 1.5004], [-0.0807, 2.1263, 1.8365], [0.9435, 1.7621, 0.8220], [0.2602, 2.2299, 2.8665], [1.9418, 1.7526, 1.2418], [0.8698, 2.4327, -0.0281], [-2.1770, 1.2116, 0.1119], [0.7190, 0.0247, -0.2423], [-0.3616, -0.5267, -0.4841], [-0.5436, -1.7649, -0.6739], [2.0364, -1.8270, -1.5716]]}



Entry 3:
{"formula": "C3H3AlCl2CrNO3", "method": "ωB97M-V/def2-TZVPD", "gap_ev": [3.53, 5.06], "de_lowest_kj_mol": 88.6, "multiplicity": 4, "e_homo_ha": [-0.9342, -0.9342], "charge": 4, "lumo_energy_ev": [-21.8895, -20.3576], "s_squared": 3.82, "energy_ev": -70802.728, "species": ["Cr", "Al", "Cl", "Cl", "C", "C", "C", "O", "O", "O", "N", "H", "H", "H"], "coordinates": [[0.5592, 2.3513, -1.4099], [-0.4190, -2.1469, 0.5627], [-0.4029, 0.9994, 0.1496], [0.7258, -3.7627, -0.1046], [-2.4259, -2.1731, 0.7013], [0.7950, 4.2178, -1.7504], [1.1119, 1.3551, -2.9287], [-3.5941, -2.1276, 0.7775], [0.8144, 5.3869, -1.8997], [1.4235, 0.7932, -3.9139], [0.2627, -1.3250, 2.2369], [0.3999, -0.2996, 2.0692], [1.1586, -1.7897, 2.4872], [-0.4090, -1.4792, 3.0229]]}



Entry 4:
{"formula": "C3H3AuFO2", "method": "ωB97M-V/def2-TZVPD", "gap_ev": [7.94, 6.44], "multiplicity": 4, "e_homo_ha": [-0.7345, -0.8316], "charge": 2, "lumo_energy_ev": [-12.0408, -16.1842], "s_squared": 3.76, "energy_ev": -13631.817, "species": ["H", "F", "O", "O", "C", "C", "C", "H", "H", "Au"], "coordinates": [[-1.5002, -0.2504, -1.1386], [1.8715, -0.8030, -0.3244], [0.4026, 0.9411, -0.3276], [-0.7669, -0.5262, 0.7619], [0.7703, -0.3151, -0.9331], [-0.5360, -1.0256, -0.5849], [-0.8302, 0.6509, 0.1142], [0.9645, -0.1663, -1.9998], [-0.6160, -2.1116, -0.5679], [-1.6022, 1.0980, 2.2317]]}



Entry 5:
{"formula": "C3H3BeLiO3", "method": "ωB97M-V/def2-TZVPD", "gap_ev": 7.58, "de_lowest_kj_mol": 0.0, "multiplicity": 1, "e_homo_ha": -0.6868, "charge": 2, "lumo_energy_ev": -11.1126, "energy_ev": -9887.809, "species": ["O", "C", "C", "O", "C", "O", "Be", "H", "H", "H", "Li"], "coordinates": [[0.9136, 0.3955, 0.3955], [-0.5007, 0.7372, 0.5470], [-1.2179, -0.4750, 0.4283], [0.0680, -0.6617, -1.3110], [1.1316, -0.4322, -0.6928], [2.2684, -0.9358, -0.6529], [2.3006, 0.2632, 0.6131], [-0.7143, 1.6000, 1.1749], [-2.3091, -0.4649, 0.4320], [-0.9094, -1.4466, 0.8236], [-1.0307, 1.4204, -1.7577]]}



Entry 6:
{"formula": "C3H3BiO4", "method": "ωB97M-V/def2-TZVPD", "gap_ev": [4.56, 4.52], "de_lowest_kj_mol": 144.6, "multiplicity": 2, "e_homo_ha": [-0.4167, -0.4244], "charge": 1, "lumo_energy_ev": [-6.7751, -7.0306], "s_squared": 0.79, "energy_ev": -17176.031, "species": ["C", "C", "O", "H", "H", "H", "C", "O", "O", "Bi", "O"], "coordinates": [[-0.0495, 0.2255, -1.3114], [-0.3979, 1.4234, -0.5531], [0.0902, 1.7555, 0.5514], [-0.0401, 0.4556, -2.5304], [-1.1592, 2.0891, -1.0042], [0.7443, -0.3036, -0.7198], [0.1342, -2.0806, 1.8396], [-0.0104, -3.2168, 1.7274], [0.2814, -0.9300, 1.9459], [1.4728, 1.0880, 1.8680], [-1.0658, -0.5062, -1.8135]]}



Entry 7:
{"formula": "C3H3Br2N", "method": "ωB97M-V/def2-TZVPD", "gap_ev": 10.52, "de_lowest_kj_mol": 70.7, "multiplicity": 1, "e_homo_ha": -0.3788, "lumo_energy_ev": 0.2158, "energy_ev": -144733.269, "species": ["C", "C", "C", "N", "Br", "Br", "H", "H", "H"], "coordinates": [[0.3395, 0.7014, -1.2792], [0.3626, 0.7759, 0.1597], [-0.2318, -0.5861, 0.3582], [0.2246, 0.2231, -2.2919], [-1.9956, -1.0254, -0.4361], [-0.3643, -0.9407, 2.3430], [1.3480, 0.7067, 0.5244], [-0.1824, 1.5997, 0.4813], [0.4993, -1.4545, 0.1406]]}



Entry 8:
{"formula": "C3H3Br2NO2", "method": "ωB97M-V/def2-TZVPD", "gap_ev": 9.10, "de_lowest_kj_mol": 171.4, "multiplicity": 1, "e_homo_ha": -0.3382, "lumo_energy_ev": -0.0986, "energy_ev": -148826.907, "species": ["O", "C", "O", "Br", "H", "N", "C", "C", "Br", "H", "H"], "coordinates": [[-0.2970, 1.9576, -0.1096], [-1.0815, 1.1947, -0.5366], [-1.0626, 0.4512, -1.5728], [-2.7531, 0.6694, 0.4873], [-1.6496, -0.4821, -1.5300], [2.5094, 0.1412, 0.5332], [1.5069, -0.5066, 0.6793], [0.2859, -0.7782, 0.4925], [-0.3025, -2.2607, -0.6348], [3.3979, 0.0546, 0.9441], [-0.5538, -0.4410, 1.2475]]}



Entry 9:
{"formula": "C3H3Br2NO2S", "method": "ωB97M-V/def2-TZVPD", "gap_ev": [7.86, 7.20], "de_lowest_kj_mol": 320.8, "multiplicity": 1, "e_homo_ha": [-0.3455, -0.3271], "lumo_energy_ev": [-1.5437, -1.7003], "energy_ev": -159660.152, "species": ["C", "C", "C", "N", "O", "O", "S", "Br", "Br", "H", "H", "H"], "coordinates": [[-0.5547, 1.1786, 0.6047], [-1.2751, 0.8865, -0.6188], [1.1618, -0.4850, -0.7673], [-0.3568, 0.0536, 1.3971], [-0.0468, 2.2673, 0.7777], [-0.1582, -2.3436, 0.2463], [0.6756, -1.2784, 0.7855], [-2.2719, -0.6194, -0.7601], [3.0745, -0.3924, -0.8218], [-0.8831, 1.2948, -1.5207], [0.6000, -0.8798, -1.5943], [0.0346, 0.3178, 2.2718]]}



Entry 10:
{"formula": "C3H3BrCl2", "method": "ωB97M-V/def2-TZVPD", "gap_ev": 7.38, "de_lowest_kj_mol": 563.3, "multiplicity": 1, "e_homo_ha": -0.3234, "lumo_energy_ev": -1.4207, "energy_ev": -98240.108, "species": ["C", "C", "C", "Cl", "Cl", "Br", "H", "H", "H"], "coordinates": [[-1.1779, -0.2112, -0.1991], [1.2531, -1.1624, -0.4530], [-0.8457, 1.1390, 0.0186], [2.7649, -0.7444, -0.2176], [0.2116, 1.5862, 1.4375], [1.1100, -3.0099, -0.8040], [-1.0387, -0.7422, 0.7450], [-0.4379, 1.7308, -0.7923], [-1.8393, 1.4141, 0.2649]]}



Entry 11:
{"formula": "C3H3BrCl2FO4P", "method": "ωB97M-V/def2-TZVPD", "gap_ev": [4.53, 6.02], "de_lowest_kj_mol": 0.0, "multiplicity": 3, "e_homo_ha": [0.0231, -0.0326], "charge": -2, "lumo_energy_ev": [5.1576, 5.1348], "s_squared": 2.01, "energy_ev": -118442.481, "species": ["C", "C", "C", "O", "O", "O", "O", "F", "P", "Cl", "Cl", "Br", "H", "H", "H"], "coordinates": [[0.0140, -0.0725, 0.0035], [-3.5017, -0.3952, -0.2983], [-1.1140, -0.6745, 0.8935], [3.7932, -0.1321, 0.4079], [1.9327, 1.9116, 0.3751], [2.3050, 0.4462, -1.6630], [1.2398, -0.5186, 0.5234], [-1.2189, -0.0600, 2.1241], [2.4500, 0.5632, 0.0534], [-4.5332, 0.5807, 0.8378], [-2.7642, 0.6572, -1.4264], [-1.2077, -2.6249, 0.9559], [-0.0537, -0.2863, -1.0753], [0.0035, 1.0374, 0.1252], [2.6550, -0.4323, -1.8367]]}



Entry 12:
{"formula": "C3H3BrClF", "method": "ωB97M-V/def2-TZVPD", "gap_ev": 8.12, "de_lowest_kj_mol": 215.5, "multiplicity": 1, "e_homo_ha": -0.3356, "lumo_energy_ev": -1.0093, "energy_ev": -88437.969, "species": ["C", "C", "C", "F", "Cl", "Br", "H", "H", "H"], "coordinates": [[1.6451, 0.1550, 0.0227], [0.8000, -0.8526, 0.0368], [-2.8831, 1.1510, -0.1630], [0.2584, -1.2991, 1.1805], [-1.3857, 1.7913, 0.1257], [-2.8821, -0.6918, -0.4109], [2.0610, 0.5035, -0.9029], [1.9396, 0.6521, 0.9304], [0.4469, -1.4094, -0.8193]]}



Entry 13:
{"formula": "C3H3BrClF3", "method": "ωB97M-V/def2-TZVPD", "gap_ev": 11.31, "de_lowest_kj_mol": 1.7, "multiplicity": 1, "e_homo_ha": -0.4020, "lumo_energy_ev": 0.3698, "energy_ev": -93877.150, "species": ["C", "C", "Cl", "Br", "C", "F", "F", "F", "H", "H", "H"], "coordinates": [[-0.1542, 0.1078, -0.1449], [0.3753, 0.7833, -1.3895], [2.1034, 1.4875, -0.9946], [-0.8303, 2.1628, -1.9796], [0.5531, -0.2525, -2.5224], [-0.3582, -1.2193, -2.3680], [1.7496, -0.8424, -2.3107], [0.4417, 0.1566, -3.7700], [0.0945, 0.6962, 0.6936], [0.2071, -0.9160, -0.1083], [-1.2490, 0.0827, -0.2244]]}



Entry 14:
{"formula": "C3H3BrF2", "method": "ωB97M-V/def2-TZVPD", "gap_ev": [8.20, 9.33], "de_lowest_kj_mol": 115.5, "multiplicity": 3, "e_homo_ha": [-0.2914, -0.4007], "lumo_energy_ev": [0.2754, -1.5684], "s_squared": 2.02, "energy_ev": -78630.842, "species": ["C", "C", "C", "F", "F", "Br", "H", "H", "H"], "coordinates": [[-0.5656, -0.2542, -0.1838], [0.5025, 2.0440, 0.5846], [0.2954, -1.4133, 0.0150], [-0.6139, 2.7027, 0.8092], [0.9020, 2.4519, -0.6095], [-2.2065, -0.5200, -0.9421], [-0.0490, -2.3730, -0.3753], [1.2760, -1.1581, -0.3922], [0.4591, -1.4801, 1.0942]]}



Entry 15:
{"formula": "C3H3BrF2N4O6S2", "method": "ωB97M-V/def2-TZVPD", "gap_ev": 6.60, "multiplicity": 1, "e_homo_ha": -0.3243, "lumo_energy_ev": -2.2231, "energy_ev": -118546.997, "species": ["O", "N", "O", "C", "C", "N", "C", "N", "Br", "H", "H", "H", "N", "S", "O", "O", "F", "S", "O", "O", "F"], "coordinates": [[1.4965, -1.9494, -0.4794], [0.9459, -1.0304, -0.7783], [0.0497, -1.3088, -2.1561], [-1.1356, -1.6612, -1.7552], [-1.7436, -2.8771, -1.6837], [-2.9896, -2.6468, -1.1423], [-3.1488, -1.3582, -0.8818], [-2.0385, -0.7328, -1.2409], [-1.6498, 1.0522, -1.0505], [-1.3398, -3.8325, -1.9671], [-3.6707, -3.3627, -0.9487], [-4.0088, -0.8934, -0.4261], [2.4730, 1.5143, 1.8306], [2.6300, 2.2327, 0.4274], [3.3431, 3.4622, 0.4410], [1.4894, 2.1126, -0.4353], [3.6671, 1.2013, -0.2034], [1.5331, 2.2310, 2.8767], [1.7228, 1.6878, 4.1771], [0.2029, 2.4806, 2.4124], [2.1715, 3.6786, 2.9838]]}



Entry 16:
{"formula": "C3H3BrF2O", "method": "ωB97M-V/def2-TZVPD", "gap_ev": 10.87, "de_lowest_kj_mol": 136.1, "multiplicity": 1, "e_homo_ha": -0.3852, "lumo_energy_ev": 0.3852, "energy_ev": -80682.751, "species": ["C", "C", "C", "O", "F", "F", "Br", "H", "H", "H"], "coordinates": [[-2.9169, -1.8582, 2.3306], [-0.8732, 1.8747, 0.4939], [-0.4727, 1.0269, 1.3861], [-2.2887, -2.3645, 1.5377], [0.7759, 0.8368, 1.8325], [-1.2884, 0.2097, 2.0460], [5.3725, -1.8534, -4.6559], [-0.2698, 2.3451, -0.3076], [3.8232, -1.9410, -4.6794], [-1.8619, 1.7239, 0.0160]]}



Entry 17:
{"formula": "C3H3BrF2O2", "method": "ωB97M-V/def2-TZVPD", "gap_ev": 8.85, "de_lowest_kj_mol": 351.5, "multiplicity": 1, "e_homo_ha": -0.3478, "lumo_energy_ev": -0.6129, "energy_ev": -82727.222, "species": ["C", "C", "C", "O", "O", "F", "F", "Br", "H", "H", "H"], "coordinates": [[0.7671, -1.1826, -0.7811], [-0.3703, 0.8672, 0.6934], [-1.6155, 0.7195, -0.2130], [0.6215, -2.2383, -0.4407], [-0.4393, 0.3750, 1.8625], [-2.2807, 1.9447, -0.0521], [-1.4185, 0.6069, -1.5898], [-2.9639, -0.8678, 0.0908], [1.0120, -0.9221, -1.8238], [0.4593, -0.2227, -0.2470], [-1.1248, -0.2587, 2.1563]]}



Entry 18:
{"formula": "C3H3BrF2O2", "method": "ωB97M-V/def2-TZVPD", "gap_ev": 8.49, "de_lowest_kj_mol": 218.6, "multiplicity": 1, "e_homo_ha": -0.3047, "lumo_energy_ev": 0.1937, "energy_ev": -82728.600, "species": ["C", "C", "C", "O", "O", "F", "F", "Br", "H", "H", "H"], "coordinates": [[1.0548, 1.3448, 0.7459], [0.4430, -0.6463, -0.4091], [-0.8851, -0.7096, 0.2212], [1.5639, 2.1271, 0.1016], [0.5746, -0.5200, -1.7871], [-1.6449, -1.7600, -0.1741], [-0.8679, -0.8166, 1.5472], [-1.8583, 0.8591, -0.3063], [0.7503, 1.4050, 1.8369], [1.0743, -1.2666, 0.2149], [-0.2047, -0.0168, -1.9911]]}



Entry 19:
{"formula": "C3H3BrFN4O4", "method": "ωB97M-V/def2-TZVPD", "gap_ev": [7.12, 4.55], "de_lowest_kj_mol": 0.0, "multiplicity": 1, "e_homo_ha": [-0.1713, -0.1507], "charge": -1, "lumo_energy_ev": [2.4621, 0.4495], "energy_ev": -90064.811, "species": ["C", "C", "C", "N", "N", "N", "N", "O", "O", "O", "O", "F", "Br", "H", "H", "H"], "coordinates": [[-0.9987, 0.2737, 0.3936], [0.1755, 0.2603, -0.4775], [0.5456, 0.0312, 1.6893], [1.1342, 0.1064, 0.4975], [-0.7596, 0.1349, 1.6846], [-1.8997, -2.3593, -0.6219], [0.1483, 1.7859, -0.8373], [-1.2010, -2.0887, -1.5679], [-2.8602, -3.0345, -0.4395], [0.5080, 2.5640, 0.0228], [-0.3876, 2.1010, -1.8885], [-2.2340, 0.4769, -0.0184], [4.3026, -0.2064, -0.1430], [0.2570, -0.4601, -1.2961], [1.1301, 0.1745, 2.6370], [2.1395, 0.2401, 0.3655]]}



Entry 20:
{"formula": "C3H3BrINS", "method": "ωB97M-V/def2-TZVPD", "gap_ev": 8.49, "de_lowest_kj_mol": 0.0, "multiplicity": 1, "e_homo_ha": -0.3031, "lumo_energy_ev": 0.2451, "energy_ev": -93625.895, "species": ["Br", "N", "C", "S", "C", "C", "I", "H", "H", "H"], "coordinates": [[-0.0285, -2.1316, -2.2488], [-0.5405, -1.2339, -0.7754], [0.4800, -0.6843, 0.2228], [0.7451, 1.1334, -0.1535], [-0.9103, 1.0674, -0.7315], [-1.3727, -0.1473, -1.0467], [-3.3201, -0.5328, -1.8133], [0.0094, -0.7751, 1.2528], [1.3018, -1.2899, 0.1993], [-1.5642, 1.9764, -0.8779]]}